1.
Density functional theory data (ωB97M-V/def2-TZVPD) for a cluster of 2 separate species, CH9N4S in total at a distorted geometry.

As for the net charge: +1. Its energy above the lowest of the compared OMol25 structures with the same formula, charge and spin is 66.0 kJ/mol. As for the frontier orbital gap: 8.9403 eV. The calculation puts the total energy at -17971.11611 eV. The HOMO energy comes out at -12.70 eV.

Atoms and positions in Å:
C1 -0.851 -1.253 0.232
N1 -1.472 -2.340 0.600
N2 -0.433 -0.182 0.832
N3 1.005 -0.097 -1.764
N4 0.666 2.176 0.391
S1 0.054 -1.428 -1.833
H1 -1.763 -2.888 -0.207
H2 -1.443 -2.617 1.556
H3 0.118 0.661 0.344
H4 -0.937 0.077 1.666
H5 1.757 -0.066 -1.090
H6 0.939 0.516 -2.541
H7 0.262 2.225 1.314
H8 1.657 2.121 0.531
H9 0.441 3.095 -0.028

---

2.
Density functional theory data (ωB97M-V/def2-TZVPD) for a cluster of 2 separate species, CH9N5 in total at a distorted geometry.

As for the net charge: +2. Its energy above the lowest of the compared OMol25 structures with the same formula, charge and spin is 474.5 kJ/mol. As for the frontier orbital gap: 10.0674 eV. The calculation puts the total energy at -8612.69848 eV. The HOMO energy comes out at -16.65 eV.

Atoms and positions in Å:
C1 9.582 -0.517 -0.692
N1 8.720 -0.486 0.233
N2 -9.903 -0.468 -1.045
N3 -10.966 0.383 0.790
N4 7.438 0.071 0.268
N5 -10.689 -0.520 -0.094
H1 9.299 -0.330 -1.753
H2 10.547 -0.947 -0.371
H3 9.322 -0.796 1.068
H4 -9.421 0.507 -1.022
H5 -10.734 1.350 0.595
H6 -11.536 0.463 1.613
H7 6.995 0.227 1.227
H8 7.195 0.859 -0.395
H9 -11.279 -1.591 -0.068

---

3.
Density functional theory data (ωB97M-V/def2-TZVPD) for a structure of composition CH9N6 at a distorted geometry.

As for the net charge: +1. Its energy above the lowest of the compared OMol25 structures with the same formula, charge and spin is 352.8 kJ/mol. As for the frontier orbital gap: 10.1299 eV. The calculation puts the total energy at -10112.73489 eV. The HOMO energy comes out at -13.72 eV.

Atoms and positions in Å:
C1 0.926 -0.842 -0.373
N1 0.494 0.284 -0.808
N2 1.978 -1.395 -1.020
N3 0.410 -1.638 0.680
N4 -0.847 0.909 1.287
N5 -1.467 1.938 -0.746
N6 -1.063 0.865 -0.105
H1 2.728 -0.943 -1.417
H2 2.201 -2.237 -0.591
H3 -0.486 -1.756 0.912
H4 1.111 -2.250 1.038
H5 0.064 0.610 1.589
H6 -1.129 1.687 1.869
H7 -2.134 1.892 -1.489
H8 -1.130 2.897 -0.685
H9 -1.654 -0.020 -0.141

---

4.
Density functional theory data (ωB97M-V/def2-TZVPD) for a cluster of 4 separate species, CH9NO4 in total at a distorted geometry.

Its energy above the lowest of the compared OMol25 structures with the same formula, charge and spin is 122.6 kJ/mol. As for the frontier orbital gap: 10.7553 eV. The calculation puts the total energy at -10862.91707 eV. The HOMO energy comes out at -10.13 eV. As for the SMILES: NC=O.O.O.O.

Atoms and positions in Å:
N1 1.198 1.208 2.758
C1 0.854 2.404 2.221
O1 0.091 2.532 1.292
H1 1.877 1.159 3.500
H2 0.730 0.334 2.591
H3 1.421 3.251 2.627
O2 -1.523 -1.440 1.482
H4 -1.550 -0.514 1.233
H5 -0.901 -1.980 1.000
O3 -1.162 -1.457 -4.500
H6 -2.128 -1.371 -4.502
H7 -1.063 -1.246 -5.440
O4 0.418 -0.711 -1.497
H8 0.792 -0.971 -0.649
H9 0.948 -1.198 -2.116

---

5.
Density functional theory data (ωB97M-V/def2-TZVPD) for a cluster of 5 separate species, CH9O6 in total at a distorted geometry.

As for the net charge: -1. Its energy above the lowest of the compared OMol25 structures with the same formula, charge and spin is 11.0 kJ/mol. As for the frontier orbital gap: 9.4115 eV. The calculation puts the total energy at -13471.11140 eV. The HOMO energy comes out at -5.74 eV.

Atoms and positions in Å:
O1 0.793 -1.520 -1.051
C1 1.696 -1.859 -0.218
O2 1.673 -1.753 1.048
H1 2.586 -2.327 -0.635
H2 -2.653 4.001 2.952
H3 -2.485 3.342 1.594
O3 -3.025 4.019 2.033
H4 2.374 -0.734 -3.519
H5 1.380 -1.542 -2.681
O4 1.769 -1.516 -3.577
H6 -0.156 -0.837 1.494
H7 -0.456 -0.848 0.001
O5 -0.857 -0.530 0.878
H8 -1.047 2.353 -0.044
H9 -1.207 1.152 0.897
O6 -1.418 2.124 0.825

---

6.
Density functional theory data (ωB97M-V/def2-TZVPD) for a structure of composition CHAlO3 at a distorted geometry.

As for the net charge: +2. Its energy above the lowest of the compared OMol25 structures with the same formula, charge and spin is 89.2 kJ/mol. As for the frontier orbital gap: 4.3772 eV. The calculation puts the total energy at -13765.73392 eV. The HOMO energy comes out at -21.57 eV.

Atoms and positions in Å:
O1 0.319 1.254 -0.068
C1 -0.409 0.174 -0.030
O2 -1.782 0.245 -0.074
O3 0.151 -1.141 0.111
H1 -0.269 -1.459 0.968
Al1 1.990 0.927 -0.907

---

7.
Density functional theory data (ωB97M-V/def2-TZVPD) for a structure of composition CHAs2Br2F12O3Pt at a distorted geometry.

As for the net charge: -3. As for the multiplicity: 3. Its energy above the lowest of the compared OMol25 structures with the same formula, charge and spin is 0.0 kJ/mol. As for the frontier orbital gap (spin up / spin down): 6.3055 / 6.4534 eV. The calculation puts the total energy at -304821.02258 eV. The HOMO energy (spin up / spin down) comes out at 0.88 / 0.73 eV. As for the expectation value of S²: 2.004.

Atoms and positions in Å:
Pt1 -0.725 1.313 -1.160
As1 2.993 0.394 -0.534
F1 3.257 -1.061 -1.589
F2 2.298 -0.629 0.804
F3 2.775 1.802 0.517
F4 3.636 1.526 -1.750
F5 1.364 0.594 -1.252
F6 4.626 0.078 0.086
As2 -1.266 -2.248 0.350
F7 -2.228 -2.779 -1.081
F8 -1.794 -3.739 1.246
F9 -0.344 -1.648 1.851
F10 -0.641 -0.853 -0.558
F11 -2.673 -1.300 0.815
F12 0.132 -3.114 -0.268
O1 -2.136 1.653 2.553
C1 -1.575 1.576 1.341
O2 -0.371 1.347 1.112
O3 -2.261 1.754 0.363
H1 -2.987 1.898 2.182
Br1 -2.487 0.023 -2.807
Br2 0.407 3.412 -2.220

---

8.
Density functional theory data (ωB97M-V/def2-TZVPD) for a structure of composition CHBr2Cl2P at a distorted geometry.

As for the multiplicity: 3. Its energy above the lowest of the compared OMol25 structures with the same formula, charge and spin is 170.8 kJ/mol. As for the frontier orbital gap (spin up / spin down): 6.0010 / 6.3906 eV. The calculation puts the total energy at -175468.29045 eV. The HOMO energy (spin up / spin down) comes out at -5.92 / -10.33 eV. As for the expectation value of S²: 2.005.

Atoms and positions in Å:
C1 -0.445 -0.376 -0.372
P1 0.320 0.341 1.168
Cl1 0.091 2.263 0.847
Cl2 2.261 0.082 0.324
Br1 -2.267 -0.180 -0.198
Br2 -0.090 -2.318 -0.618
H1 0.131 0.188 -1.152

---

9.
Density functional theory data (ωB97M-V/def2-TZVPD) for a cluster of 3 separate species, CHBr2O2P in total at a distorted geometry.

Its energy above the lowest of the compared OMol25 structures with the same formula, charge and spin is 222.1 kJ/mol. As for the frontier orbital gap (spin up / spin down): 6.8975 / 6.9237 eV. The calculation puts the total energy at -154520.86423 eV. The HOMO energy (spin up / spin down) comes out at -8.81 / -8.83 eV.

Atoms and positions in Å:
C1 -0.139 -1.463 -0.146
O1 0.076 -1.970 0.853
O2 -0.427 -0.914 -1.108
P1 -1.654 0.681 1.495
Br1 -1.381 2.054 -0.191
Br2 2.388 0.586 -0.666
H1 1.137 1.027 -0.237

---

10.
Density functional theory data (ωB97M-V/def2-TZVPD) for a structure of composition CHBr2O3S at a distorted geometry.

As for the net charge: -1. Its energy above the lowest of the compared OMol25 structures with the same formula, charge and spin is 44.7 kJ/mol. As for the frontier orbital gap (spin up / spin down): 7.1000 / 6.9406 eV. The calculation puts the total energy at -158114.62117 eV. The HOMO energy (spin up / spin down) comes out at -4.14 / -3.91 eV.

Atoms and positions in Å:
C1 -1.359 -0.009 0.540
O1 2.290 -1.075 -1.422
O2 2.528 0.625 0.402
O3 0.327 0.179 -0.573
S1 1.805 0.187 -0.801
Br1 -2.325 1.521 -0.004
Br2 -2.334 -1.653 0.359
H1 -0.932 0.223 1.500

---

11.
Density functional theory data (ωB97M-V/def2-TZVPD) for a structure of composition CHBr3O2S at a distorted geometry.

Its energy above the lowest of the compared OMol25 structures with the same formula, charge and spin is 0.0 kJ/mol. As for the frontier orbital gap: 8.6476 eV. The calculation puts the total energy at -226108.30955 eV. The HOMO energy comes out at -9.94 eV.

Atoms and positions in Å:
C1 -0.396 1.182 -0.002
O1 2.032 -0.920 0.414
O2 0.119 -1.337 -1.262
S1 0.625 -0.844 -0.039
Br1 0.373 1.979 -1.448
Br2 -2.080 0.500 -0.337
Br3 -0.446 -1.961 1.528
H1 -0.225 1.400 1.146

---

12.
Density functional theory data (ωB97M-V/def2-TZVPD) for a structure of composition CHBr4O2P at a distorted geometry.

Its energy above the lowest of the compared OMol25 structures with the same formula, charge and spin is 99.8 kJ/mol. As for the frontier orbital gap: 9.5983 eV. The calculation puts the total energy at -294607.46469 eV. The HOMO energy comes out at -10.12 eV.

Atoms and positions in Å:
C1 3.186 0.383 -0.144
O1 -0.336 -0.864 0.164
O2 1.955 0.011 0.116
P1 0.967 -1.220 -0.692
Br1 3.285 2.035 -1.218
Br2 4.223 -0.946 -1.177
Br3 4.084 0.449 1.693
Br4 1.690 -3.128 0.616
H1 -1.037 -1.555 0.070

---

13.
Density functional theory data (ωB97M-V/def2-TZVPD) for the ion CHBrCl2N4OP with charge +1.

As for the net charge: +1. As for the frontier orbital gap: 8.5380 eV. The calculation puts the total energy at -113426.27795 eV. The HOMO energy comes out at -14.06 eV.

Atoms and positions in Å:
O1 2.241 1.291 0.170
P1 1.805 0.340 -1.079
Cl1 2.935 -1.287 -0.776
C1 0.209 -0.366 -0.347
N1 -0.113 -1.627 -0.058
N2 -1.353 -1.665 0.372
N3 -1.823 -0.464 0.359
Br1 -3.522 0.025 0.836
N4 -0.874 0.388 -0.089
Cl2 -1.126 2.022 -0.300
H1 1.621 1.345 0.912

---

14.
Density functional theory data (ωB97M-V/def2-TZVPD) for a structure of composition CHBrCl3CuPt at a distorted geometry.

As for the net charge: +2. As for the multiplicity: 3. Its energy above the lowest of the compared OMol25 structures with the same formula, charge and spin is 56.6 kJ/mol. As for the frontier orbital gap (spin up / spin down): 8.8039 / 3.5758 eV. The calculation puts the total energy at -156524.74883 eV. The HOMO energy (spin up / spin down) comes out at -18.10 / -17.28 eV. As for the expectation value of S²: 2.010.

Atoms and positions in Å:
Pt1 -15.678 -27.595 2.046
Cu1 -17.814 -25.140 5.166
Br1 -15.425 -25.348 3.453
C1 -12.186 -26.887 5.380
Cl1 -12.042 -26.298 7.084
Cl2 -12.561 -28.580 5.390
Cl3 -10.775 -26.592 4.383
H1 -13.036 -26.414 4.888

---

15.
Density functional theory data (ωB97M-V/def2-TZVPD) for the molecule CHBrClNO at a distorted geometry.

Its energy above the lowest of the compared OMol25 structures with the same formula, charge and spin is 49.8 kJ/mol. As for the frontier orbital gap: 10.7077 eV. The calculation puts the total energy at -87154.71503 eV. The HOMO energy comes out at -10.67 eV. As for the SMILES: O=C(Br)NCl.

Atoms and positions in Å:
O1 -0.089 -1.648 -0.521
C1 -0.343 -0.556 -0.135
Br1 -2.141 0.102 0.005
N1 0.424 0.564 -0.014
Cl1 2.151 0.448 -0.062
H1 -0.003 1.090 0.726

---

16.
Density functional theory data (ωB97M-V/def2-TZVPD) for the molecule CHBrF2N2O2 at a distorted geometry.

Its energy above the lowest of the compared OMol25 structures with the same formula, charge and spin is 91.6 kJ/mol. As for the frontier orbital gap: 10.6394 eV. The calculation puts the total energy at -83597.75211 eV. The HOMO energy comes out at -11.18 eV. As for the SMILES: O=[N+]([O-])[C@H](Br)N(F)F.

Atoms and positions in Å:
O1 -1.501 -0.551 -1.123
N1 -0.530 -1.024 -0.616
O2 -0.261 -2.164 -0.444
C1 0.458 0.036 -0.206
Br1 2.045 -0.910 0.417
N2 -0.025 0.755 0.938
F1 -1.438 1.085 0.784
F2 0.653 1.880 1.107
H1 0.599 0.892 -0.858

---

17.
Density functional theory data (ωB97M-V/def2-TZVPD) for a cluster of 2 separate species, CHBrF2O in total at a distorted geometry.

Its energy above the lowest of the compared OMol25 structures with the same formula, charge and spin is 219.9 kJ/mol. As for the frontier orbital gap: 10.7928 eV. The calculation puts the total energy at -78575.98690 eV. The HOMO energy comes out at -10.87 eV.

Atoms and positions in Å:
C1 0.275 -0.280 0.040
O1 -0.114 0.348 1.140
F1 1.455 -0.122 -0.359
F2 -0.757 0.686 -1.331
Br1 -0.439 -1.861 -0.495
H1 -0.419 1.230 1.004

---

18.
Density functional theory data (ωB97M-V/def2-TZVPD) for a structure of composition CHBrFI at a distorted geometry.

Its energy above the lowest of the compared OMol25 structures with the same formula, charge and spin is 411.0 kJ/mol. As for the frontier orbital gap (spin up / spin down): 8.0415 / 9.0236 eV. The calculation puts the total energy at -81908.73169 eV. The HOMO energy (spin up / spin down) comes out at -8.79 / -10.13 eV.

Atoms and positions in Å:
C1 0.166 -0.021 -0.360
F1 0.039 0.130 -1.671
Br1 0.236 -1.755 0.466
I1 1.525 1.447 0.544
H1 -1.965 0.200 1.021

---

19.
Density functional theory data (ωB97M-V/def2-TZVPD) for a cluster of 2 separate species, CHBrN4 in total at a distorted geometry.

Its energy above the lowest of the compared OMol25 structures with the same formula, charge and spin is 486.7 kJ/mol. As for the frontier orbital gap (spin up / spin down): 3.6085 / 3.3878 eV. The calculation puts the total energy at -77048.19259 eV. The HOMO energy (spin up / spin down) comes out at -9.76 / -9.66 eV.

Atoms and positions in Å:
C1 0.316 -0.610 -0.531
N1 1.088 0.458 -0.291
N2 -0.138 -1.022 0.697
N3 1.065 0.711 0.919
N4 0.340 -0.212 1.512
Br1 -3.041 1.913 -0.993
H1 0.370 -1.238 -1.313

---

20.
Density functional theory data (ωB97M-V/def2-TZVPD) for the ion CHBrNO2 with charge -1 at a distorted geometry.

As for the net charge: -1. Its energy above the lowest of the compared OMol25 structures with the same formula, charge and spin is 459.5 kJ/mol. As for the frontier orbital gap: 6.9642 eV. The calculation puts the total energy at -76677.21504 eV. The HOMO energy comes out at -3.17 eV. As for the SMILES: [O-][N+]([O-])=CBr.

Atoms and positions in Å:
O1 1.579 0.234 -1.441
N1 0.628 1.090 -1.312
O2 0.674 2.247 -1.763
C1 -0.961 0.473 -0.770
Br1 -1.290 1.789 0.629
H1 -0.910 -0.463 -0.296